A 2-piece molecular cluster, CH3NO2 overall, computed with ωB97M-V/def2-TZVPD.

Last column: Mulliken charge in e.
Cartesian coordinates (Å):
1 O 1.191 -0.906 0.085  -0.265
2 O -0.142 0.941 0.766  -0.435
3 N -0.205 -1.448 0.251  -0.347
4 C 0.079 -0.152 -0.082  0.236
5 H -0.424 -1.434 1.289  0.289
6 H -0.028 0.629 -2.041  0.127
7 H 0.439 1.743 0.387  0.394

Cartesian forces (eV/Å) of the 6 atoms listed first:
-0.172 0.074 0.044
1.751 1.083 -2.221
-1.159 -0.373 1.228
0.977 3.231 -1.500
0.548 -0.162 -1.115
-0.002 -1.104 2.401

HOMO energy (spin up / spin down)	-0.3480 / -0.3711	Eh
DFT total energy	-6663.8444	eV
frontier orbital gap (spin up / spin down)	8.9955 / 9.7062	eV